No. 1
Entry from OMol25: a cluster of 2 separate species, C39H69ClN2O5 in total (wB97M-V/def2-TZVPD).

Last column: Mulliken charge in e.
Atoms and positions in Å:
C -8.142 -1.447 -0.102  -1.5168
C -7.710 -0.622 -1.289  0.4928
C -8.451 0.507 -1.647  -0.9987
C -8.040 1.267 -2.739  -0.9072
C -6.921 0.927 -3.513  0.9018
C -6.582 1.828 -4.689  0.2775
C -7.018 1.211 -6.038  -1.5172
C -5.132 2.295 -4.740  -1.4476
C -6.202 -0.232 -3.165  1.2090
O -5.141 -0.580 -3.984  -0.3649
C -4.215 -1.511 -3.463  -1.5806
C -3.368 -0.936 -2.327  -0.8470
N -3.212 0.533 -2.467  0.3879
C -2.039 0.945 -3.296  -1.4845
C -0.725 0.380 -2.749  0.9376
C 0.290 1.454 -2.352  0.1437
C 1.305 1.660 -3.502  -1.2793
C 2.497 0.686 -3.390  -0.2087
C 2.389 -0.453 -4.356  0.3314
O 2.324 -0.333 -5.537  -0.5456
O 2.365 -1.680 -3.766  -0.3777
C -1.011 -0.650 -1.626  -1.2582
O 0.211 -1.171 -1.220  0.0450
C 0.258 -1.655 0.141  -0.9382
C 1.229 -0.915 1.033  1.2634
C 1.082 0.611 1.018  -1.7632
C 1.195 -1.556 2.433  -1.5839
C 0.192 -1.016 3.470  0.9152
C -1.222 -0.730 2.977  -1.5669
C 0.752 0.202 4.241  -1.6224
C -2.004 -1.662 -2.234  1.2943
C -2.243 -2.955 -1.448  -2.0190
C -1.153 -3.992 -1.733  0.5822
C -0.963 -4.984 -0.599  -1.2671
Cl -1.664 -4.929 -3.204  -0.2149
C -6.594 -0.979 -2.057  -1.0718
H -7.676 -1.058 0.800  0.2963
H -9.215 -1.338 0.028  0.4130
H -7.923 -2.504 -0.218  0.3801
H -9.329 0.793 -1.091  0.4110
H -8.615 2.138 -3.015  0.4149
H -7.168 2.736 -4.565  0.6562
H -6.202 0.662 -6.496  0.3231
H -7.368 2.011 -6.683  0.4208
H -7.862 0.555 -5.850  0.3736
H -4.991 3.116 -5.438  0.5341
H -4.793 2.645 -3.759  0.2317
H -4.464 1.497 -5.056  0.2331
H -4.675 -2.440 -3.141  0.4235
H -3.564 -1.787 -4.289  0.6154
H -3.842 -1.116 -1.365  0.7468
H -3.100 0.918 -1.529  0.4515
H -4.049 0.985 -2.851  0.0758
H -2.045 2.030 -3.342  0.5880
H -2.228 0.581 -4.302  0.3650
H -0.283 -0.215 -3.548  0.2177
H -0.199 2.415 -2.199  0.8277
H 0.861 1.146 -1.492  -0.9547
H 0.835 1.505 -4.473  0.5240
H 1.673 2.680 -3.500  0.4848
H 2.599 0.269 -2.392  0.1037
H 3.417 1.227 -3.594  0.4814
H 2.989 -2.258 -4.222  0.3276
H -1.471 -0.098 -0.791  0.0674
H -0.753 -1.680 0.544  0.2246
H 0.594 -2.688 0.087  0.0999
H 2.220 -1.126 0.632  0.5007
H 0.083 0.941 0.738  0.1629
H 1.752 1.011 0.260  0.3302
H 1.389 1.073 1.949  0.5699
H 0.965 -2.619 2.302  0.3375
H 2.189 -1.523 2.871  0.3301
H 0.080 -1.807 4.212  0.5713
H -1.696 -1.597 2.513  0.2643
H -1.839 -0.497 3.845  0.5652
H -1.290 0.127 2.310  0.1785
H 1.824 0.275 4.080  0.3383
H 0.516 0.092 5.295  0.4296
H 0.240 1.107 3.920  0.3551
H -1.630 -1.911 -3.227  0.6144
H -2.357 -2.799 -0.379  0.3005
H -3.153 -3.412 -1.829  0.7631
H -0.217 -3.527 -2.018  0.1949
H -0.237 -4.640 0.133  0.2989
H -1.900 -5.208 -0.094  0.3183
H -0.588 -5.921 -0.997  0.4143
H -6.051 -1.865 -1.759  0.3753
C 6.704 3.058 6.258  -1.7514
C 6.269 2.637 4.841  1.6252
C 7.482 2.718 3.904  -1.3616
C 8.531 1.622 4.110  -0.6177
C 7.927 0.319 4.654  -1.5327
C 6.426 0.153 4.380  2.0246
N 5.722 1.279 4.952  0.1645
O 4.338 1.198 4.762  -0.8143
C 5.974 -1.105 5.121  -1.8309
C 6.187 -0.070 2.874  -1.2643
C 5.255 3.659 4.344  -1.8399
H 5.846 3.035 6.931  0.3901
H 7.121 4.076 6.272  0.3515
H 7.462 2.382 6.658  0.3380
H 7.130 2.671 2.869  0.3028
H 7.956 3.702 4.002  0.5642
H 9.030 1.430 3.155  0.3283
H 9.316 1.969 4.788  0.3609
H 8.479 -0.534 4.245  0.5312
H 8.080 0.277 5.736  0.3090
H 6.071 -0.964 6.198  0.4558
H 6.588 -1.966 4.830  0.3966
H 4.932 -1.338 4.899  0.1814
H 6.733 -0.954 2.523  0.3800
H 6.512 0.778 2.268  0.3295
H 5.125 -0.234 2.681  -0.0898
H 5.717 4.653 4.327  0.3897
H 4.383 3.703 4.993  0.3436
H 4.918 3.422 3.334  0.3637

## Properties
* net charge: 0
* LUMO energy: -0.0446 Eh
* calculated total energy: -67297.2851 eV
* HOMO-LUMO gap: 0.0582 Eh

---

No. 2
Entry from OMol25: the ion C3H5N2 with charge +1 (wB97M-V/def2-TZVPD).

Last column: Mulliken charge in e.
Atoms and positions in Å:
C -0.159 1.345 0.009  0.0494
C -1.494 -0.404 -0.008  0.0650
C 0.908 0.373 -0.012  -0.1501
N -1.381 0.957 -0.001  -0.3867
N -0.433 -1.096 0.003  -0.2395
H 0.030 2.410 0.026  0.4020
H -2.507 -0.792 -0.028  0.4165
H 1.447 0.202 -0.942  0.3019
H 1.463 0.165 0.894  0.2991
H -0.239 -2.086 0.050  0.2424

## Properties
* net charge: +1
* LUMO energy: -0.2109 Eh
* relative energy (zero: lowest compared OMol25 entry of this formula, charge and spin): 70.31 kcal/mol
* calculated total energy: -6162.8436 eV
* HOMO-LUMO gap: 0.3884 Eh

---

No. 3
Entry from OMol25: a cluster of 2 separate species, C3H6F2OP2 in total (wB97M-V/def2-TZVPD).

Last column: Mulliken charge in e.
Atoms and positions in Å:
C 0.616 0.277 -0.278  0.2947
C -0.537 -0.600 -0.201  0.6071
C 0.201 1.767 -0.013  -0.4048
O -0.046 -0.457 -1.410  -0.3588
F -0.086 -2.361 0.531  -0.5683
F -0.757 1.700 0.972  -0.2611
P 2.208 -0.437 0.381  -0.0473
P -2.290 -0.346 0.175  -0.1725
H -0.359 2.049 -0.940  0.2782
H 0.986 2.516 0.222  0.3253
H 2.884 0.105 -0.623  0.0234
H 2.054 -1.808 -0.071  0.0958
H -2.314 -0.647 1.544  0.0842
H -2.560 -1.758 -0.288  0.1042

## Properties
* net charge: 0
* LUMO energy: 0.0037 Eh
* relative energy (zero: lowest compared OMol25 entry of this formula, charge and spin): 49.98 kcal/mol
* calculated total energy: -29263.4918 eV
* HOMO-LUMO gap: 0.3704 Eh